Entry 1:
The following is a quantum chemistry calculation of an isolated molecule of C4H8NOP in a non-equilibrium geometry, from the OMol25 dataset.

```
15
Properties=species:S:1:pos:R:3:forces:R:3
C 1.245270 -0.232790 1.118656 3.056 -1.074 2.021
C 0.010044 -0.048217 1.480519 -0.939 0.484 0.474
C 1.448997 -0.358019 -0.330222 1.036 0.770 -2.340
C 0.191058 -0.934593 -1.042309 -0.646 0.691 1.312
N -1.777649 1.536136 -0.638368 3.642 -5.079 -0.367
O -2.316999 -1.016343 0.531610 -0.328 0.129 -0.438
P -1.142224 -0.231646 0.123782 -0.740 1.714 -0.804
H 2.152401 -0.196109 1.883066 -1.992 -0.149 -1.814
H -0.207937 0.114921 2.506071 -0.716 0.275 0.581
H 1.515149 0.731716 -0.464632 0.324 -0.073 -1.268
H 2.379111 -0.804854 -0.766565 -0.689 0.282 0.921
H -0.132630 -0.533304 -1.996395 0.753 0.066 -0.409
H 0.330677 -2.043657 -1.106276 -0.855 0.933 0.320
H -1.167973 2.151041 -1.163350 -0.216 -0.052 0.540
H -2.527290 1.865720 -0.135584 -1.689 1.082 1.273
```
Positions in Å, forces in eV/Å.

For the HOMO-LUMO gap, the calculation gives 10.18 eV. As for the SMILES: N[P@]1(=O)C=CCC1. The calculation puts the max |F| at 6.26 eV/A. The calculation puts the energy above the lowest of the compared OMol25 structures with the same formula, charge and spin at 122.3 kJ/mol. The value obtained for the highest occupied orbital energy is -9.509 eV.

Entry 2:
The following is a quantum chemistry calculation of an isolated molecule of C4H8NOP in a non-equilibrium geometry, from the OMol25 dataset.

```
15
Properties=species:S:1:pos:R:3:forces:R:3
C 0.045086 -0.532893 1.147062 0.240 1.341 1.079
C 0.058979 -0.503111 -1.242142 -0.217 0.891 0.663
C 0.800953 1.682933 -0.048261 -1.149 1.226 -1.867
C -0.090693 0.398022 -0.062818 -2.897 1.700 1.818
N -1.001737 -1.270487 -1.486481 -1.510 -3.421 -2.155
O 1.029018 -0.547543 -1.936015 1.716 0.178 -1.054
P -0.987659 -0.615925 2.489664 -0.453 1.102 -1.780
H 1.048015 -0.916766 1.101506 0.430 -0.521 0.547
H 0.840291 1.958668 -1.173150 0.574 -0.359 1.828
H 0.357899 2.628202 0.426190 0.003 -1.768 -0.342
H 1.769715 1.607355 0.403989 0.662 -0.483 -0.170
H -1.164011 0.868232 -0.056472 1.582 -1.216 -0.176
H -1.690389 -1.646011 -0.844983 0.344 0.872 0.395
H -0.813372 -1.997585 -2.227075 -0.169 1.338 1.042
H -0.202094 -1.113091 3.508985 0.843 -0.880 0.173
```
Positions in Å, forces in eV/Å.

For the HOMO-LUMO gap, the calculation gives 9.22 eV. As for the SMILES: [H]/P=C/[C@@H](C)C(N)=O. The calculation puts the max |F| at 4.32 eV/A. The calculation puts the energy above the lowest of the compared OMol25 structures with the same formula, charge and spin at 175.8 kJ/mol. The value obtained for the highest occupied orbital energy is -9.417 eV.

Entry 3:
The following is a quantum chemistry calculation of the ion C4H8NOS with charge -1 in a non-equilibrium geometry, from the OMol25 dataset.

```
15
Properties=species:S:1:pos:R:3:forces:R:3
C 0.688642 -0.212620 -0.416825 -0.103 -0.934 -0.802
N 1.066996 -1.237956 0.565310 -0.632 0.025 0.830
C 0.167907 -2.115477 1.075231 -0.089 0.785 0.156
O 0.389899 -2.893226 1.984552 0.029 -0.221 -0.062
C -0.723573 0.384871 -0.439030 -0.493 0.350 0.155
C -0.612171 1.899674 -0.589827 0.209 0.340 -0.178
S -0.137545 2.759815 0.926257 0.109 0.003 0.215
H 0.787104 -0.741903 -1.372025 0.353 0.426 -0.197
H 1.407093 0.600379 -0.366688 0.069 -0.052 0.175
H 1.798019 -1.040527 1.233728 0.198 0.138 -0.272
H -0.839219 -1.968510 0.648272 0.080 -0.468 -0.223
H -1.331548 0.131406 0.431729 0.236 0.177 0.225
H -1.304655 0.027530 -1.297990 0.226 -0.377 -0.101
H -1.516713 2.331903 -1.030330 -0.185 -0.200 0.182
H 0.159761 2.074640 -1.352358 -0.005 0.007 -0.103
```
Positions in Å, forces in eV/Å.

For the HOMO-LUMO gap, the calculation gives 6.35 eV. As for the SMILES: O=CNCCC[S-]. The total charge is -1. The calculation puts the max |F| at 1.24 eV/A. The calculation puts the energy above the lowest of the compared OMol25 structures with the same formula, charge and spin at 71.2 kJ/mol. The value obtained for the highest occupied orbital energy is -2.575 eV.

Entry 4:
The following is a quantum chemistry calculation of an isolated molecule of C4H8NOS in a non-equilibrium geometry, from the OMol25 dataset.

```
15
Properties=species:S:1:pos:R:3:forces:R:3
C -0.142869 -1.466879 -1.474695 -1.112 -1.074 0.905
N -0.608250 -0.204347 -0.902923 0.577 0.662 -0.261
C -0.010603 0.104850 0.418768 0.284 -0.160 -1.141
C 0.827065 1.391152 0.255953 -0.090 0.211 1.150
S 1.180008 2.045533 1.913375 0.342 0.084 -0.207
C -0.966803 0.147688 1.605813 0.393 0.269 0.787
O -0.707783 -0.490223 2.595534 -0.034 -0.443 -0.095
H -0.472578 -2.218922 -0.750267 0.580 -0.190 0.080
H -0.715685 -1.803491 -2.343444 0.152 0.724 -0.263
H 0.928983 -1.565002 -1.664488 0.042 0.154 0.067
H -0.263339 0.537530 -1.506403 -0.503 -0.071 -0.128
H 0.728813 -0.661893 0.673479 -0.245 -0.137 0.195
H 1.733754 1.124376 -0.286710 -0.026 0.181 -0.010
H 0.298209 2.209734 -0.238539 -0.209 -0.268 -0.203
H -1.808927 0.849888 1.704545 -0.150 0.059 -0.875
```
Positions in Å, forces in eV/Å.

For the HOMO-LUMO gap (alpha / beta), the calculation gives 10.23 / 7.04 eV. As for the multiplicity: 2. The calculation puts the max |F| at 1.79 eV/A. The calculation puts the energy above the lowest of the compared OMol25 structures with the same formula, charge and spin at 139.2 kJ/mol. The value obtained for the highest occupied orbital energy (alpha / beta) is -9.441 / -9.165 eV.